A 9-piece molecular cluster, C36H54O18 overall at a distorted geometry. Source: OMol25; level of theory: wB97M-V/def2-TZVPD.

Structure (XYZ):
```
108
Properties=species:S:1:pos:R:3:forces:R:3
O 12.778 13.745 10.709 -0.3 0.4 0.1
C 11.689 13.399 11.085 0.2 -1.6 -0.9
C 10.500 12.906 10.233 -1.1 1.9 0.5
C 9.323 13.028 11.256 0.8 -0.4 0.0
C 10.086 12.590 12.546 -0.9 1.6 -0.3
O 11.417 13.197 12.379 -0.7 -0.3 0.5
H 10.346 13.582 9.370 0.3 -0.6 0.3
H 10.595 11.872 9.916 0.4 0.0 -0.1
H 8.949 14.067 11.319 0.3 -0.5 0.1
H 8.478 12.370 11.010 0.3 0.2 0.2
H 9.652 13.003 13.489 0.5 -0.6 -0.8
H 10.164 11.504 12.581 0.1 0.2 0.0
O 13.581 10.744 14.217 2.9 2.0 -0.8
C 14.517 11.497 13.853 -3.6 -1.8 1.8
C 15.062 11.665 12.497 0.3 -1.8 -2.2
C 15.795 12.958 12.590 -0.7 2.1 0.0
C 16.195 12.981 14.065 -0.7 2.8 -0.7
O 15.061 12.400 14.698 -0.2 -1.5 0.2
H 15.706 10.777 12.179 -0.5 1.0 0.8
H 14.256 11.621 11.741 0.2 0.3 0.6
H 16.580 13.158 11.908 1.2 -0.5 -0.5
H 15.146 13.828 12.334 -0.2 -0.7 0.6
H 17.077 12.381 14.149 0.6 -0.3 0.8
H 16.231 14.039 14.492 0.6 -1.6 -0.6
O 9.548 21.533 16.409 0.0 0.5 0.3
C 10.333 20.700 16.770 -1.4 -0.1 -0.8
C 10.496 20.115 18.129 1.0 -0.6 0.7
C 11.321 18.815 17.885 0.4 1.1 0.5
C 11.916 19.055 16.520 -0.9 0.0 -0.9
O 11.079 20.059 15.874 0.9 -0.6 0.0
H 10.944 20.882 18.766 0.4 -0.2 0.0
H 9.561 19.892 18.610 -0.6 0.1 -0.1
H 12.086 18.569 18.648 -0.5 0.2 -0.5
H 10.642 18.007 17.742 -0.6 -0.8 0.4
H 12.907 19.393 16.483 1.5 0.6 0.3
H 11.866 18.191 15.873 -0.1 -0.4 -0.1
O 7.436 10.310 14.184 0.7 0.2 0.6
C 8.535 10.078 14.617 0.2 -0.1 -0.1
C 9.230 8.761 14.740 -0.4 -2.6 -0.1
C 10.620 9.009 15.319 0.2 0.5 0.2
C 10.796 10.479 14.942 -1.1 -1.1 -1.8
O 9.438 11.012 14.996 0.1 1.0 0.0
H 8.616 7.977 15.280 0.6 1.1 -0.5
H 9.324 8.373 13.698 -0.1 0.2 0.6
H 10.745 8.925 16.410 -0.6 -0.2 -0.4
H 11.392 8.405 14.851 0.0 -0.1 0.0
H 11.420 10.997 15.606 0.7 1.0 0.7
H 11.151 10.569 13.872 -0.1 0.0 1.4
O 9.024 15.455 16.624 -0.7 0.3 0.3
C 7.946 15.989 16.525 0.3 0.7 -0.9
C 7.584 17.471 16.798 1.2 -0.8 1.4
C 6.119 17.589 16.529 -0.7 0.0 -0.6
C 5.873 16.389 15.627 -0.2 -0.5 -0.6
O 6.884 15.388 15.954 -0.4 0.1 0.7
H 7.841 17.648 17.842 0.0 0.1 0.1
H 8.278 18.085 16.246 0.0 0.3 -0.6
H 5.528 17.352 17.417 0.2 0.5 0.2
H 5.751 18.547 16.093 0.4 -0.7 0.3
H 4.857 16.018 15.804 0.5 -0.4 -0.2
H 6.052 16.515 14.561 -0.4 0.6 -0.1
O 11.720 9.571 18.472 -3.2 -1.3 0.8
C 12.815 9.902 18.260 2.6 0.3 -1.0
C 14.007 9.027 17.845 0.3 -0.1 -0.7
C 14.999 10.098 17.329 1.6 -0.7 1.3
C 14.528 11.401 17.954 -0.1 1.4 -0.6
O 13.134 11.209 18.248 0.0 0.1 -0.5
H 14.405 8.378 18.658 -0.4 0.8 -0.2
H 13.707 8.296 17.050 0.0 0.8 0.6
H 16.053 9.844 17.622 -0.9 0.3 -0.2
H 15.002 10.249 16.263 -0.3 -0.4 -0.4
H 14.882 11.761 18.909 1.1 -0.4 0.2
H 14.674 12.254 17.229 -0.5 -0.9 0.8
O 14.549 18.094 18.168 -2.5 1.9 -1.4
C 15.275 17.387 18.745 2.7 -1.5 1.3
C 15.009 16.269 19.691 0.3 -0.5 0.5
C 16.382 15.752 20.155 0.2 0.8 -0.4
C 17.335 16.310 19.080 -1.1 1.6 0.4
O 16.608 17.505 18.585 1.1 -0.7 -0.2
H 14.308 16.527 20.457 -0.2 0.5 0.6
H 14.498 15.534 19.112 -0.2 -0.7 -0.4
H 16.702 16.092 21.130 -0.2 0.6 0.3
H 16.428 14.697 20.252 -0.1 -1.1 -0.3
H 18.274 16.726 19.446 -0.1 -0.4 0.1
H 17.497 15.656 18.242 0.0 -0.3 -0.3
O 9.824 13.135 21.753 0.6 0.9 1.5
C 9.679 12.750 20.648 -1.6 -1.5 -0.7
C 10.162 13.296 19.368 -0.2 1.5 -0.4
C 9.272 12.699 18.297 -1.4 -0.8 -0.3
C 8.888 11.377 18.944 0.6 0.7 1.8
O 8.929 11.651 20.396 -0.2 -0.6 -0.6
H 10.152 14.385 19.491 0.1 -0.2 -0.5
H 11.168 12.956 19.335 1.2 -0.2 -0.5
H 8.313 13.261 18.157 1.1 -0.1 -0.1
H 9.677 12.363 17.331 0.2 1.1 0.1
H 7.912 11.016 18.748 -0.9 -0.2 -0.4
H 9.616 10.621 18.742 0.5 -0.6 -0.1
O 14.929 14.664 17.216 -0.3 0.1 -0.4
C 13.990 14.716 16.451 1.2 -0.5 0.0
C 12.587 14.291 16.689 -0.6 0.2 0.8
C 11.994 14.172 15.300 -0.8 0.8 0.3
C 12.857 15.164 14.502 0.4 -1.0 -0.5
O 14.156 15.099 15.173 -0.2 0.4 -0.2
H 12.545 13.389 17.322 0.0 0.4 -0.3
H 12.087 15.103 17.249 0.1 -0.3 -0.1
H 12.003 13.139 14.975 0.3 0.0 -0.5
H 10.959 14.515 15.330 -0.1 -0.2 -0.2
H 12.975 14.843 13.432 0.1 0.6 1.1
H 12.533 16.211 14.592 -0.2 -0.4 -0.2
```
Forces are in eV/Å.

SMILES: O=C1CCCO1.O=C1CCCO1.O=C1CCCO1.O=C1CCCO1.O=C1CCCO1.O=C1CCCO1.O=C1CCCO1.O=C1CCCO1.O=C1CCCO1
Relative energy (zero: lowest compared OMol25 entry of this formula, charge and spin): 170.1 kJ/mol
Electronic energy: -75063.89590 eV
Total charge: 0

***

A 12-piece molecular cluster, C36H54O36 overall at a distorted geometry. Source: OMol25; level of theory: wB97M-V/def2-TZVPD.

Structure (XYZ):
```
126
Properties=species:S:1:pos:R:3:forces:R:3
C -4.127 -2.459 0.574 0.6 0.4 0.5
O -5.547 -2.602 0.636 -0.1 -0.2 0.0
C -6.354 -1.617 1.002 -0.1 0.1 -1.0
O -6.075 -0.521 1.417 0.4 -0.1 0.5
O -7.605 -2.003 0.703 0.2 -0.3 0.4
C -8.632 -1.257 1.335 -0.7 -0.1 0.7
H -3.670 -3.350 0.998 -0.3 -0.2 -0.1
H -3.737 -1.632 1.168 -0.4 0.2 -0.1
H -3.780 -2.342 -0.450 -0.3 0.0 -0.1
H -8.653 -0.212 1.039 0.1 0.0 -0.1
H -8.567 -1.324 2.427 0.4 0.1 -0.1
H -9.574 -1.752 1.104 0.1 0.1 -0.4
C 5.909 -2.034 -0.478 0.0 0.3 0.9
O 6.319 -3.199 -1.188 -0.7 0.7 -0.3
C 7.567 -3.620 -1.083 -0.6 0.4 0.4
O 8.003 -4.438 -1.811 0.9 -1.3 -1.0
O 8.209 -3.049 -0.074 -0.8 1.1 0.6
C 9.532 -3.416 0.132 1.1 -1.0 0.6
H 6.675 -1.262 -0.440 0.1 -0.1 -0.2
H 5.674 -2.294 0.556 -0.1 0.0 -0.1
H 5.028 -1.606 -0.947 -0.1 -0.3 -0.2
H 9.772 -3.254 1.181 -0.2 0.2 0.0
H 10.220 -2.837 -0.478 0.0 0.0 -0.2
H 9.636 -4.487 -0.043 0.3 0.1 -0.3
C -5.804 -0.227 4.874 -0.5 1.3 -0.3
O -5.177 -1.431 4.528 -0.5 -0.6 0.0
C -3.913 -1.312 4.168 0.8 0.0 0.0
O -3.257 -0.301 4.222 -0.1 0.4 -0.1
O -3.483 -2.486 3.784 0.1 -0.9 0.0
C -2.068 -2.758 3.550 -1.4 -0.1 -0.5
H -5.152 0.394 5.485 -0.1 -0.1 0.2
H -6.746 -0.428 5.371 0.1 -0.4 0.2
H -6.041 0.347 3.971 0.1 -0.1 0.0
H -1.825 -3.538 4.264 0.4 0.3 0.1
H -1.496 -1.841 3.572 0.2 0.1 0.2
H -2.081 -3.192 2.554 0.5 0.1 0.0
O -1.096 -1.955 0.279 -0.4 -0.8 -0.4
C -0.318 -1.405 -0.430 1.1 1.7 0.8
O -0.568 -0.236 -1.084 -0.4 -0.1 0.5
C 0.665 0.462 -1.233 0.5 0.0 -2.4
C 1.655 -0.698 -1.326 -0.1 1.0 1.0
O 1.008 -1.683 -0.492 -0.5 -0.5 -0.5
H 0.672 0.946 -2.217 -0.3 -0.1 0.1
H 0.848 1.288 -0.553 -0.3 -0.5 0.9
H 2.594 -0.434 -0.843 0.1 -0.3 -0.2
H 1.757 -1.003 -2.364 0.1 -0.4 0.1
O -0.789 -3.018 -4.797 -0.1 -0.3 0.0
C -0.371 -3.616 -3.855 -0.1 0.5 0.2
O -1.134 -4.062 -2.825 0.5 -0.1 -0.4
C -0.294 -4.648 -1.820 0.2 0.8 0.3
C 1.145 -4.454 -2.345 -0.8 -0.8 -0.6
O 0.937 -3.869 -3.643 0.0 0.0 0.2
H -0.488 -4.093 -0.907 0.0 -0.3 0.2
H -0.514 -5.703 -1.710 -0.3 0.0 0.1
H 1.537 -5.461 -2.476 0.6 0.2 -0.1
H 1.819 -3.828 -1.777 -0.1 0.1 0.3
O 3.888 -0.428 3.043 -0.1 -1.6 0.9
C 3.628 0.611 2.567 0.7 1.6 -0.5
O 3.382 1.745 3.254 -0.1 0.1 0.0
C 3.314 2.864 2.363 -0.5 0.3 0.3
C 3.486 2.241 0.978 -0.2 0.4 0.0
O 3.691 0.848 1.246 -0.1 0.5 -0.5
H 2.355 3.371 2.489 -0.1 -0.4 -0.1
H 4.046 3.620 2.650 0.4 -0.4 -0.1
H 4.316 2.678 0.425 0.2 -0.4 0.0
H 2.593 2.371 0.376 -0.1 -0.1 -0.1
O 2.677 2.844 -2.386 -0.3 0.1 -0.2
C 1.842 3.700 -2.336 0.1 0.7 0.4
O 1.120 3.981 -1.228 -0.3 -0.2 -0.6
C 0.156 5.037 -1.503 0.8 -0.1 0.4
C 0.490 5.453 -2.960 -0.2 -0.3 1.4
O 1.567 4.575 -3.334 -0.4 -0.5 0.1
H -0.849 4.668 -1.307 0.0 -0.1 -0.3
H 0.385 5.817 -0.776 -0.2 0.1 -0.2
H 0.874 6.467 -2.950 -0.2 0.1 -0.5
H -0.406 5.302 -3.557 0.3 0.2 -0.6
O -0.574 1.214 2.599 0.4 0.0 -0.7
C -0.907 1.534 3.690 -0.2 -0.8 1.0
O -1.387 2.732 4.045 -0.2 0.7 0.1
C -1.473 2.802 5.477 -0.5 0.6 0.1
C -1.455 1.348 5.893 1.5 -0.4 0.9
O -0.865 0.703 4.749 0.0 0.3 0.4
H -0.633 3.386 5.856 0.3 -0.3 -0.1
H -2.339 3.375 5.811 -0.3 -0.3 -0.5
H -2.362 0.852 6.234 -0.3 0.3 -0.7
H -0.749 1.232 6.727 -0.1 -0.1 -0.2
O -3.981 4.999 -0.451 -0.2 1.4 -0.6
C -3.876 3.920 0.004 0.3 -0.8 0.1
O -2.809 3.116 -0.199 0.4 -0.1 0.3
C -2.841 2.092 0.833 0.3 0.2 -0.8
C -4.311 1.996 1.067 -0.7 -1.1 0.5
O -4.781 3.324 0.789 -0.2 -0.5 0.4
H -2.409 1.187 0.425 0.1 -0.1 0.0
H -2.239 2.435 1.665 -0.2 0.1 0.1
H -4.590 1.635 2.059 0.1 0.6 0.2
H -4.783 1.242 0.429 0.0 0.5 -0.4
O 0.699 -5.717 0.994 -0.6 -1.0 -1.0
C 1.066 -4.833 1.671 1.2 1.1 1.0
O 0.535 -4.517 2.882 -0.1 -0.1 0.6
C 1.417 -3.607 3.551 0.1 1.5 -0.8
C 2.048 -2.909 2.351 1.1 -1.0 -0.1
O 2.129 -4.030 1.406 -0.8 0.7 0.2
H 0.905 -2.829 4.117 -0.6 -0.5 0.1
H 2.134 -4.090 4.216 -0.1 -0.4 -0.3
H 3.060 -2.556 2.515 0.0 0.0 0.1
H 1.456 -2.088 1.946 -0.2 -0.3 -0.1
O 1.644 -0.187 -4.419 -0.5 -0.2 0.5
C 2.352 0.616 -4.923 0.4 0.2 -0.2
O 3.623 0.859 -4.551 0.3 -0.4 -0.3
C 4.162 1.873 -5.383 0.0 1.0 -0.7
C 3.154 1.969 -6.537 0.4 0.3 0.3
O 1.987 1.403 -5.953 -0.3 0.1 -0.3
H 4.205 2.801 -4.810 -0.1 0.0 0.0
H 5.156 1.680 -5.784 0.0 -0.6 0.4
H 3.432 1.398 -7.424 0.0 -0.2 0.1
H 2.990 3.001 -6.842 -0.3 0.0 0.1
O -3.831 4.884 -4.826 -0.9 1.1 -0.3
C -2.998 4.077 -4.673 0.7 -0.9 0.6
O -2.979 3.186 -3.653 0.3 0.0 -0.2
C -1.866 2.311 -3.799 -0.2 -0.8 -0.3
C -1.188 2.758 -5.133 0.2 -0.7 2.3
O -1.907 3.932 -5.465 0.2 -0.2 -0.6
H -1.213 2.342 -2.924 0.0 0.5 0.0
H -2.233 1.283 -3.833 -0.1 0.1 -0.2
H -1.210 1.942 -5.848 -0.2 0.4 -0.5
H -0.161 2.966 -4.829 0.1 0.4 -0.8
```
Forces are in eV/Å.

SMILES: COC(=O)OC.COC(=O)OC.COC(=O)OC.O=C1OCCO1.O=C1OCCO1.O=C1OCCO1.O=C1OCCO1.O=C1OCCO1.O=C1OCCO1.O=C1OCCO1.O=C1OCCO1.O=C1OCCO1
Relative energy (zero: lowest compared OMol25 entry of this formula, charge and spin): 0.0 kJ/mol
Electronic energy: -111918.03438 eV
Total charge: 0

***

Number 1: gap between HOMO and LUMO 10.13 eV. Number 2: gap between HOMO and LUMO 10.56 eV.